{"formula": "C62H56BF9N3O4P", "method": "wB97M-V/def2-TZVPD", "e_homo_ha": -0.330, "total_charge": 0, "e_lumo_ha": 0.0134, "max_force_ev_per_a": 2.43, "total_energy_ev": -112285.5882, "smiles": "C#C[C@](C#N)([C@@H](C#N)B(O)N(C)C)P(=O)(O)O.Fc1ccccc1.Fc1ccccc1.Fc1ccccc1.Fc1ccccc1.Fc1ccccc1.Fc1ccccc1.Fc1ccccc1.Fc1ccccc1.Fc1ccccc1", "species": ["C", "C", "C", "C", "N", "C", "C", "N", "B", "O", "N", "C", "C", "P", "O", "O", "O", "H", "H", "H", "H", "H", "H", "H", "H", "H", "H", "H", "F", "C", "C", "C", "C", "C", "C", "H", "H", "H", "H", "H", "F", "C", "C", "C", "C", "C", "C", "H", "H", "H", "H", "H", "F", "C", "C", "C", "C", "C", "C", "H", "H", "H", "H", "H", "F", "C", "C", "C", "C", "C", "C", "H", "H", "H", "H", "H", "F", "C", "C", "C", "C", "C", "C", "H", "H", "H", "H", "H", "F", "C", "C", "C", "C", "C", "C", "H", "H", "H", "H", "H", "F", "C", "C", "C", "C", "C", "C", "H", "H", "H", "H", "H", "F", "C", "C", "C", "C", "C", "C", "H", "H", "H", "H", "H", "F", "C", "C", "C", "C", "C", "C", "H", "H", "H", "H", "H"], "coordinates": [[-1.73, 0.12, -4.33], [-2.63, 0.91, -4.32], [-3.67, 1.93, -4.16], [-4.81, 1.63, -5.03], [-5.77, 1.49, -5.64], [-3.06, 3.34, -4.53], [-1.74, 3.48, -3.93], [-0.73, 3.88, -3.55], [-2.93, 3.56, -6.13], [-3.08, 4.88, -6.55], [-2.66, 2.49, -7.03], [-3.19, 2.76, -8.38], [-1.19, 2.23, -7.12], [-4.25, 1.84, -2.37], [-3.71, 0.62, -1.76], [-3.79, 3.15, -1.61], [-5.83, 1.83, -2.32], [-0.78, -0.36, -4.35], [-3.70, 4.13, -4.14], [-2.34, 5.37, -6.15], [-2.71, 3.64, -8.83], [-2.98, 1.92, -9.03], [-4.26, 2.89, -8.35], [-0.89, 1.48, -6.40], [-0.96, 1.86, -8.11], [-0.61, 3.14, -6.94], [-3.07, 2.87, -1.02], [-6.11, 0.98, -2.70], [-1.44, 1.45, -0.09], [-0.15, 1.04, -0.13], [0.72, 1.66, -0.99], [2.04, 1.24, -1.02], [2.46, 0.20, -0.20], [1.56, -0.42, 0.66], [0.24, 0.01, 0.70], [0.38, 2.47, -1.63], [2.75, 1.72, -1.69], [3.49, -0.13, -0.23], [1.89, -1.23, 1.29], [-0.48, -0.45, 1.37], [2.88, -2.52, 2.77], [1.91, -2.97, 3.60], [0.90, -2.11, 3.97], [-0.10, -2.58, 4.82], [-0.06, -3.88, 5.29], [0.97, -4.73, 4.90], [1.97, -4.28, 4.05], [0.89, -1.09, 3.60], [-0.90, -1.92, 5.11], [-0.84, -4.24, 5.95], [1.00, -5.74, 5.27], [2.78, -4.92, 3.74], [-6.11, 5.00, -8.53], [-6.19, 6.33, -8.27], [-5.08, 6.98, -7.79], [-5.17, 8.34, -7.52], [-6.36, 9.02, -7.74], [-7.47, 8.34, -8.23], [-7.39, 6.98, -8.50], [-4.16, 6.43, -7.62], [-4.31, 8.87, -7.15], [-6.43, 10.08, -7.53], [-8.40, 8.86, -8.39], [-8.24, 6.43, -8.89], [-1.01, -6.13, 8.27], [0.20, -6.35, 8.82], [0.49, -5.81, 10.06], [1.74, -6.05, 10.61], [2.68, -6.80, 9.92], [2.38, -7.32, 8.67], [1.12, -7.10, 8.11], [-0.26, -5.23, 10.57], [1.98, -5.65, 11.58], [3.66, -6.98, 10.35], [3.11, -7.90, 8.13], [0.86, -7.50, 7.15], [4.95, 1.47, -2.16], [6.16, 1.25, -1.60], [6.43, 1.78, -0.36], [7.67, 1.54, 0.21], [8.62, 0.80, -0.47], [8.33, 0.28, -1.73], [7.08, 0.51, -2.30], [5.67, 2.36, 0.16], [7.89, 1.94, 1.19], [9.59, 0.62, -0.03], [9.07, -0.29, -2.27], [6.83, 0.11, -3.28], [-4.30, 10.40, -5.62], [-4.96, 10.55, -4.45], [-4.45, 11.44, -3.52], [-5.13, 11.60, -2.32], [-6.28, 10.88, -2.06], [-6.77, 10.00, -3.01], [-6.11, 9.83, -4.22], [-3.54, 11.98, -3.73], [-4.74, 12.29, -1.58], [-6.80, 11.01, -1.12], [-7.67, 9.43, -2.81], [-6.48, 9.15, -4.98], [5.28, -8.65, 9.38], [5.86, -9.17, 10.49], [6.31, -10.47, 10.45], [6.91, -11.01, 11.58], [7.05, -10.24, 12.73], [6.58, -8.94, 12.74], [5.98, -8.39, 11.62], [6.20, -11.05, 9.54], [7.28, -12.03, 11.56], [7.51, -10.66, 13.60], [6.68, -8.34, 13.64], [5.62, -7.37, 11.61], [-5.46, 1.55, -9.70], [-6.80, 1.42, -9.67], [-7.36, 0.17, -9.81], [-8.74, 0.05, -9.77], [-9.54, 1.17, -9.61], [-8.95, 2.42, -9.48], [-7.57, 2.56, -9.50], [-6.72, -0.69, -9.94], [-9.20, -0.93, -9.87], [-10.61, 1.07, -9.58], [-9.57, 3.30, -9.35], [-7.09, 3.52, -9.39], [8.98, -6.95, 11.44], [9.32, -7.13, 10.15], [9.06, -8.35, 9.55], [9.42, -8.52, 8.22], [10.02, -7.49, 7.52], [10.27, -6.28, 8.14], [9.92, -6.09, 9.47], [8.60, -9.14, 10.12], [9.21, -9.47, 7.73], [10.30, -7.63, 6.48], [10.75, -5.47, 7.60], [10.10, -5.15, 9.98]], "lowdin_charge": [0.176, -0.126, -0.384, -0.201, 0.218, -0.126, -0.205, 0.203, -0.564, 0.134, -0.072, -0.065, -0.037, 0.467, -0.245, -0.081, -0.091, 0.057, 0.154, 0.127, 0.096, 0.087, 0.065, 0.062, 0.089, 0.092, 0.091, 0.096, 0.040, -0.275, -0.012, -0.076, -0.083, -0.074, -0.013, 0.086, 0.087, 0.098, 0.077, 0.114, 0.042, -0.283, -0.021, -0.076, -0.088, -0.077, -0.013, 0.109, 0.106, 0.098, 0.092, 0.118, 0.033, -0.264, 0.002, -0.079, -0.107, -0.080, -0.016, 0.095, 0.091, 0.104, 0.105, 0.115, 0.049, -0.289, -0.018, -0.077, -0.086, -0.072, -0.024, 0.117, 0.105, 0.074, 0.099, 0.111, 0.045, -0.286, -0.017, -0.082, -0.097, -0.084, -0.017, 0.119, 0.105, 0.100, 0.104, 0.118, 0.038, -0.273, -0.018, -0.084, -0.096, -0.078, -0.013, 0.117, 0.105, 0.101, 0.106, 0.104, 0.053, -0.298, -0.033, -0.086, -0.090, -0.077, -0.025, 0.120, 0.106, 0.102, 0.109, 0.114, 0.043, -0.273, -0.017, -0.087, -0.100, -0.079, -0.009, 0.116, 0.103, 0.099, 0.102, 0.091, 0.055, -0.278, -0.012, -0.075, -0.097, -0.085, -0.018, 0.098, 0.105, 0.100, 0.104, 0.117]}